<i>
This record from OMol25 describes a single C4H8N2OS molecule. The level of theory is ωB97M-V with the def2-TZVPD basis set.

The geometry in ORCA input format:
```
! RIJCOSX wB97M-V def2-TZVPD def2/J DEFGRID3
* xyz 0 1
C 0.67913 -1.85337 1.74644
S 1.08428 -0.22513 1.42560
O 1.55170 0.46082 2.56290
C -0.30403 0.41554 0.49156
C 0.09717 -0.03255 -0.89599
C -0.47034 0.84249 -2.10901
N 1.57334 -0.03522 -0.93799
N 2.17045 -0.20659 0.10996
H 1.24138 -2.42663 2.54538
H 0.84491 -2.25368 0.75362
H -0.48261 1.49383 0.57793
H -1.07260 -0.08698 0.94773
H -0.20018 -1.09392 -1.02737
H -0.16092 1.78916 -2.26424
H -1.54733 0.74773 -2.25886
H -0.18948 0.40259 -3.10711
*
```

Values from the calculation:
**LUMO**: -0.0100 Eh

<ii>
This record from OMol25 describes a single C4H8N2OS molecule. The level of theory is ωB97M-V with the def2-TZVPD basis set.

The geometry in ORCA input format:
```
! RIJCOSX wB97M-V def2-TZVPD def2/J DEFGRID3
* xyz 0 1
O 1.58930 -0.89814 -1.35183
C 1.10630 -0.83724 0.03804
C 1.41879 0.75295 0.44266
N 0.73494 1.57199 -0.53409
C -0.58884 1.30728 -0.39216
N -1.21833 0.17304 0.33765
S -2.81662 -0.16787 -0.50631
C -0.26221 -1.18955 0.37701
H 0.87911 -0.14163 -1.76600
H 1.80370 -1.39887 0.59150
H 0.85811 1.03734 1.52564
H 2.58349 0.86872 0.32687
H -1.29662 1.94055 -0.82436
H -3.66261 0.42548 0.42995
H -0.88704 -1.89310 -0.25995
H -0.24147 -1.55095 1.56538
*
```

Values from the calculation:
**LUMO**: 0.0091 Eh

From most stable to least stable, the computed energies give <ii>, <i>.

<i>
This record from OMol25 describes a single C4H8N2OS molecule. The level of theory is ωB97M-V with the def2-TZVPD basis set.

The geometry in ORCA input format:
```
! RIJCOSX wB97M-V def2-TZVPD def2/J DEFGRID3
* xyz 0 1
C 0.46484 1.02969 0.88416
N 0.56185 0.52093 -0.42885
C 1.22938 1.39273 -1.33889
O 1.63734 0.93106 -2.38983
C 0.13474 -0.81353 -0.64369
S -0.12445 -1.51778 -2.14255
C -0.43983 -1.36757 0.60923
N -1.78626 -0.99209 0.84527
H 0.87530 2.00193 0.55889
H 1.08103 0.59760 1.56430
H -0.56677 0.92949 1.37066
H 1.13207 2.51685 -1.16412
H 0.35775 -1.19333 1.52230
H -0.41523 -2.43068 0.43428
H -1.88555 0.05881 0.16777
H -2.25620 -1.66413 0.15107
*
```

Values from the calculation:
**LUMO**: -0.0169 Eh

<ii>
This record from OMol25 describes a molecular structure, C4H8N2OS. The level of theory is ωB97M-V with the def2-TZVPD basis set.

The geometry in ORCA input format:
```
! RIJCOSX wB97M-V def2-TZVPD def2/J DEFGRID3
* xyz 0 1
C 1.13237 1.32584 0.69130
C -0.92777 0.47147 -0.75288
C -1.79917 -0.40988 -0.04343
C 1.29133 -0.59146 -0.75510
H 1.13637 0.58404 1.62814
H 0.74817 2.58270 0.85068
H 2.54323 1.29779 0.49562
H -0.72812 0.03601 -1.65444
H -1.34875 1.54964 -0.73591
H -0.35645 -1.45634 0.95991
H -1.87977 -2.18454 1.41590
H 1.07286 -1.00507 -1.84127
N 0.56963 0.38758 -0.30375
N -1.36748 -1.51771 0.61379
O -2.97056 -0.22625 -0.38670
S 2.88413 -0.84381 -0.18188
*
```

Values from the calculation:
**LUMO**: 0.0133 Eh

<iii>
This record from OMol25 describes a single C4H8N2OS molecule. The level of theory is ωB97M-V with the def2-TZVPD basis set.

The geometry in ORCA input format:
```
! RIJCOSX wB97M-V def2-TZVPD def2/J DEFGRID3
* xyz 0 1
C -2.51505 -0.37480 -0.37835
C -0.36847 1.28731 0.93162
C 0.78213 0.39263 0.38320
C 1.11244 0.57191 -1.08526
N 0.50369 -0.88710 0.93586
N 0.31253 -1.89379 0.15874
O -2.06728 -1.46111 -0.50244
S -1.99276 1.13047 0.01640
H -0.56965 1.09166 1.99366
H -0.10410 2.31299 0.94412
H 1.58988 0.66512 0.99881
H 2.01317 -0.00647 -1.29845
H 1.21193 1.69332 -1.23669
H 0.41488 0.23999 -1.84702
H 0.17233 -2.81600 0.59570
H -0.49567 -1.94614 -0.60990
*
```

Values from the calculation:
**LUMO (alpha / beta)**: 0.0214 / -0.0227 Eh

<iv>
This record from OMol25 describes a single C4H8N2OS molecule. The level of theory is ωB97M-V with the def2-TZVPD basis set.

The geometry in ORCA input format:
```
! RIJCOSX wB97M-V def2-TZVPD def2/J DEFGRID3
* xyz 0 1
C 1.69119 -0.13608 1.00208
C 1.04330 0.79155 -0.03738
C 0.17883 -0.09515 -1.16611
S -1.65132 0.25494 -0.90950
O -2.00454 1.42394 -1.64225
N -2.08633 0.41523 0.53387
C -1.80646 -0.91300 1.45905
N -1.51320 -1.69588 2.23034
H 1.06342 -0.98753 1.02369
H 2.61571 -0.61121 0.65184
H 1.89271 0.30625 1.99243
H 1.74725 1.30829 -0.61405
H 0.35388 1.62136 0.16415
H 0.36168 0.38638 -2.11221
H 0.29245 -1.12628 -0.99673
H -2.17858 -0.94281 -1.57923
*
```

Values from the calculation:
**LUMO**: 0.0047 Eh

From most stable to least stable, the computed energies give <i>, <ii>, <iii>, <iv>.

<i>
This record from OMol25 describes a single C4H8N2OS molecule. The level of theory is ωB97M-V with the def2-TZVPD basis set.

The geometry in ORCA input format:
```
! RIJCOSX wB97M-V def2-TZVPD def2/J DEFGRID3
* xyz 0 1
H 1.22777 -3.51637 0.04454
N 1.29821 -2.57940 -0.38716
C 0.80820 -1.57083 0.19717
C 0.53128 -0.23365 -0.40692
S -1.15473 0.01665 -1.39960
N -2.50155 -0.50637 -0.55280
C 0.43999 0.90304 0.79959
C 0.68954 2.27936 0.23528
O -0.01682 0.70578 1.89466
H 0.34209 -1.53679 1.22427
H 1.16096 0.08794 -1.19789
H -2.58496 -0.32025 0.36966
H -2.76741 -1.53449 -0.81819
H 0.97679 2.20284 -0.92466
H 1.67717 2.67480 0.48523
H -0.12653 2.92775 0.43681
*
```

Values from the calculation:
**LUMO**: 0.0170 Eh

<ii>
This record from OMol25 describes a single C4H8N2OS molecule. The level of theory is ωB97M-V with the def2-TZVPD basis set.

The geometry in ORCA input format:
```
! RIJCOSX wB97M-V def2-TZVPD def2/J DEFGRID3
* xyz 0 1
C -2.42529 0.16854 -0.43388
N -1.22578 -0.65012 -0.44885
C -0.02667 -0.22771 -0.37922
N 1.09246 -0.97416 -0.55758
C 2.33265 -0.86045 0.29399
C 0.15989 1.23532 0.06146
O -0.50313 1.46492 1.20663
S 1.03532 2.29863 -0.67268
H -3.05604 0.08856 -1.31142
H -2.17684 1.21583 -0.37434
H -3.03580 -0.10764 0.48665
H 0.82018 -1.92349 -0.71562
H 2.70555 0.15667 0.07673
H 3.04389 -1.52260 -0.09228
H 2.10085 -1.01987 1.34608
H -0.84125 0.65757 1.51434
*
```

Values from the calculation:
**LUMO**: 0.0053 Eh

<iii>
This record from OMol25 describes a single C4H8N2OS molecule. The level of theory is ωB97M-V with the def2-TZVPD basis set.

The geometry in ORCA input format:
```
! RIJCOSX wB97M-V def2-TZVPD def2/J DEFGRID3
* xyz 0 1
H -3.74836 -0.98263 2.05577
N -3.61747 -0.33597 1.28379
C -2.33672 -0.57106 0.72757
N -1.82450 0.44848 -0.18003
O -0.54806 0.21097 -0.64662
C 0.31444 -0.21348 0.37846
C 1.46180 -0.41591 -0.40248
C 2.26753 0.88702 -0.76431
S -0.80839 -1.45667 1.23783
H -2.52244 0.48582 -1.01861
H 0.38976 0.66230 1.10178
H 1.42842 -0.92303 -1.46338
H 2.17521 -1.08036 0.28028
H 2.58644 1.28455 0.33262
H 1.60116 1.55427 -1.40873
H 3.18117 0.44570 -1.51391
*
```

Values from the calculation:
**LUMO**: 0.0238 Eh

From most stable to least stable, the computed energies give <ii>, <i>, <iii>.

<i>
This record from OMol25 describes a single C3H4N2OS molecule. The level of theory is ωB97M-V with the def2-TZVPD basis set.

The geometry in ORCA input format:
```
! RIJCOSX wB97M-V def2-TZVPD def2/J DEFGRID3
* xyz 0 1
O -2.26370 -1.17218 0.15878
N -1.07980 -0.55200 -0.01311
C -0.90459 0.82614 -0.05909
C 0.43920 1.01498 0.00338
C 1.01666 -0.27877 -0.09147
S 2.70831 -0.76417 -0.02651
N 0.09249 -1.22590 0.01389
H -2.35895 -1.59054 -0.73587
H -1.73054 1.49646 -0.01447
H 0.96311 1.97714 0.00288
H 3.11781 0.26884 0.76159
*
```

Values from the calculation:
**LUMO**: 0.0280 Eh

<ii>
This record from OMol25 describes a single C3H4N2OS molecule. The level of theory is ωB97M-V with the def2-TZVPD basis set.

The geometry in ORCA input format:
```
! RIJCOSX wB97M-V def2-TZVPD def2/J DEFGRID3
* xyz 0 1
O -2.19615 -0.47628 0.20494
C -1.03654 -0.24811 0.04343
N -0.24078 -1.32964 0.06963
N 1.08204 -1.43734 -0.25484
C 1.83966 -0.39132 -0.03998
C 1.23868 0.84531 0.40915
S -0.37301 1.38365 -0.25547
H -0.88149 -2.18556 -0.26578
H 2.95633 -0.45151 -0.27446
H 2.15332 1.60730 0.25951
H 1.16959 0.83520 1.54961
*
```

Values from the calculation:
**LUMO**: 0.0160 Eh

From most stable to least stable, the computed energies give <ii>, <i>.

<i>
This record from OMol25 describes a single C3H4N2OS molecule. The level of theory is ωB97M-V with the def2-TZVPD basis set.

The geometry in ORCA input format:
```
! RIJCOSX wB97M-V def2-TZVPD def2/J DEFGRID3
* xyz 0 1
N 0.56315 1.43849 -0.41395
C 0.56577 0.08859 -0.22154
C -0.85504 -0.55369 -0.09712
C -1.83817 -1.27483 -0.05501
O -2.97818 -1.86437 -0.06034
N 1.58104 -0.61324 -0.16912
S 1.43230 -2.27676 0.19595
H 1.43753 1.99896 -0.46700
H -0.27255 1.88209 -0.72714
H -3.77634 -1.29377 -0.45086
H 2.23098 -2.02641 1.16520
*
```

Values from the calculation:
**LUMO**: 0.0045 Eh

<ii>
This record from OMol25 describes a single C3H4N2OS molecule. The level of theory is ωB97M-V with the def2-TZVPD basis set.

The geometry in ORCA input format:
```
! RIJCOSX wB97M-V def2-TZVPD def2/J DEFGRID3
* xyz 0 1
C 1.71239 0.04491 0.00877
N 0.20770 0.11913 -0.13869
S -0.60192 1.62514 -0.13421
C -2.10996 0.68762 0.00779
N -1.96552 -0.63263 -0.03607
C -0.60340 -0.96911 -0.07358
O -0.10315 -2.14241 -0.08874
H 2.19544 -0.87398 -0.46259
H 2.29555 0.79292 -0.41030
H 2.04731 0.13824 1.08687
H -3.07444 1.21017 0.24075
*
```

Values from the calculation:
**LUMO (alpha / beta)**: 0.0008 / 0.0008 Eh

<iii>
This record from OMol25 describes a single C3H4N2OS molecule. The level of theory is ωB97M-V with the def2-TZVPD basis set.

The geometry in ORCA input format:
```
! RIJCOSX wB97M-V def2-TZVPD def2/J DEFGRID3
* xyz 0 1
O 2.55282 -0.83016 0.12587
N 1.46466 -0.20714 -0.42892
C 0.93177 0.62640 0.42753
N -0.18115 1.39779 0.36759
C -1.33010 0.90453 0.00811
C -1.79643 -0.48425 -0.18894
S -1.15370 -1.96855 -0.02129
H 2.87070 -1.21798 -0.70261
H 1.50812 0.62056 1.40129
H -2.00819 1.64413 -0.34545
H -2.85851 -0.48533 -0.64318
*
```

Values from the calculation:
**LUMO**: -0.0662 Eh

<iv>
This record from OMol25 describes a single C3H4N2OS molecule. The level of theory is ωB97M-V with the def2-TZVPD basis set.

The geometry in ORCA input format:
```
! RIJCOSX wB97M-V def2-TZVPD def2/J DEFGRID3
* xyz 0 1
C -0.77508 -1.19129 0.37635
C 0.62847 -1.00746 0.23592
C -1.66415 0.88120 -0.32249
N -1.71954 -0.42974 0.07866
N 2.61418 0.65306 -0.22320
O -1.38929 1.88670 0.31144
S 1.05819 0.60514 -0.11322
H -1.18329 -2.23786 0.71725
H 1.38907 -1.75301 0.61273
H -2.00821 1.05711 -1.29609
H 3.04966 1.53615 -0.37734
*
```

Values from the calculation:
**LUMO (alpha / beta)**: -0.0532 / -0.0560 Eh

From most stable to least stable, the computed energies give <ii>, <iv>, <i>, <iii>.

<i>
This record from OMol25 describes a single C3H4N2OS molecule. The level of theory is ωB97M-V with the def2-TZVPD basis set.

The geometry in ORCA input format:
```
! RIJCOSX wB97M-V def2-TZVPD def2/J DEFGRID3
* xyz 0 1
C 0.00933 -0.84166 0.11534
C 0.99333 -0.02681 -0.08346
C -1.49045 -0.52448 0.09821
N -1.77981 0.75188 -0.09947
N 2.28767 0.27433 0.01921
O -2.22936 -1.47660 0.01839
S -0.73818 2.09015 -0.08966
H 0.20154 -1.91416 0.15884
H -2.76417 0.84970 -0.29512
H 2.93182 -0.25741 0.75558
H 2.57827 1.07504 -0.59786
*
```

Values from the calculation:
**LUMO (alpha / beta)**: -0.0410 / -0.0410 Eh

<ii>
This record from OMol25 describes a single C3H4N2OS molecule. The level of theory is ωB97M-V with the def2-TZVPD basis set.

The geometry in ORCA input format:
```
! RIJCOSX wB97M-V def2-TZVPD def2/J DEFGRID3
* xyz 0 1
N 0.05505 2.12957 -0.08291
C 0.52612 0.84073 -0.00667
C 1.77789 0.32911 -0.00375
N 1.74344 -1.04617 -0.11058
O 0.39638 -1.41807 0.00854
C -0.36258 -0.31146 0.00543
S -2.00232 -0.35343 0.00514
H 0.58911 2.81577 0.45443
H -0.96680 2.19344 0.13720
H 2.75074 0.84301 0.01727
H 2.25498 -1.58687 0.62492
*
```

Values from the calculation:
**LUMO**: 0.0109 Eh

<iii>
This record from OMol25 describes a single C3H4N2OS molecule. The level of theory is ωB97M-V with the def2-TZVPD basis set.

The geometry in ORCA input format:
```
! RIJCOSX wB97M-V def2-TZVPD def2/J DEFGRID3
* xyz 0 1
C -0.82137 -0.37671 -0.11294
C 0.35438 -1.20953 -0.04127
C -0.17360 1.17722 -0.14930
N 1.51491 -0.32916 -0.14714
N 1.22794 0.84333 0.05098
O -3.04858 0.88689 0.09547
S -2.44830 -0.46746 -0.03989
H 0.42630 -1.92097 0.76412
H 0.54206 -1.73444 -0.95630
H -0.26743 1.64744 -1.02998
H -0.63608 1.93390 0.62931
*
```

Values from the calculation:
**LUMO**: -0.0139 Eh

From most stable to least stable, the computed energies give <ii>, <i>, <iii>.